Formula: C12H30ClCuN2O8
Source: the Open Molecules 2025 dataset
Level of theory: ωB97M-V with the def2-TZVPD basis set

Atoms and positions in Å:
1 Cu -19.749 18.514 4.767
2 Cl -16.090 13.577 4.318
3 O -17.192 14.298 3.818
4 O -15.860 13.997 5.714
5 O -22.525 16.847 5.074
6 O -19.417 20.903 2.273
7 O -17.454 21.337 5.417
8 O -21.735 17.708 10.700
9 O -14.901 14.052 3.618
10 O -16.072 12.116 4.200
11 N -21.648 17.064 7.757
12 N -16.704 19.891 3.005
13 C -20.554 16.791 8.730
14 C -21.025 16.548 10.199
15 C -17.714 22.027 6.637
16 C -23.384 17.050 3.975
17 C -22.318 15.810 7.403
18 C -16.923 20.778 1.790
19 C -15.771 20.426 3.993
20 C -22.661 17.357 11.713
21 C -23.178 16.048 6.121
22 C -18.368 20.524 1.379
23 C -16.154 21.568 4.951
24 C -19.645 22.292 2.238
25 H -20.178 22.702 3.096
26 H -23.435 15.132 5.589
27 H -18.559 19.487 1.106
28 H -18.690 22.814 2.293
29 H -20.032 15.884 8.426
30 H -22.076 17.400 12.632
31 H -17.163 22.962 6.741
32 H -19.801 17.578 8.697
33 H -18.531 20.950 0.389
34 H -16.288 19.050 2.633
35 H -23.992 17.920 4.223
36 H -24.117 16.493 6.450
37 H -16.202 20.592 0.993
38 H -20.219 22.543 1.346
39 H -15.399 21.894 5.667
40 H -21.666 15.666 10.229
41 H -14.941 20.846 3.425
42 H -22.940 17.214 2.993
43 H -18.765 22.153 6.896
44 H -23.139 16.379 11.659
45 H -17.493 21.481 7.554
46 H -22.278 17.702 8.223
47 H -24.130 16.266 3.842
48 H -23.526 18.011 11.825
49 H -16.308 22.469 4.357
50 H -20.204 16.229 10.841
51 H -16.866 21.862 1.891
52 H -15.319 19.620 4.571
53 H -22.954 15.559 8.252
54 H -21.599 14.996 7.306

For the largest force on an atom, the calculation gives 0.1161 hartree/bohr. For the relative energy (zero: lowest compared OMol25 entry of this formula, charge and spin), the calculation gives 571.7 kJ/mol. For the highest occupied orbital energy, the calculation gives -7.221 eV.



Formula: C5H8N2O
Source: the Open Molecules 2025 dataset
Level of theory: ωB97M-V with the def2-TZVPD basis set

Atoms and positions in Å:
1 O -0.324 -0.945 1.242
2 N 1.253 1.002 0.415
3 N 2.005 -0.005 -0.298
4 C -1.724 -0.473 -0.581
5 C -0.221 -0.586 -0.073
6 C -1.645 0.963 0.013
7 C -0.122 0.834 -0.129
8 C 1.085 -0.864 -0.721
9 H -2.071 1.154 1.093
10 H -2.345 -1.328 -0.055
11 H 1.403 -1.747 -1.138
12 H -1.969 1.721 -0.751
13 H 0.114 0.971 -1.279
14 H -1.894 -0.569 -1.682
15 H 1.747 1.836 0.413
16 H 0.552 -0.693 1.589

For the largest force on an atom, the calculation gives 0.0858 hartree/bohr. For the relative energy (zero: lowest compared OMol25 entry of this formula, charge and spin), the calculation gives 464.4 kJ/mol. For the highest occupied orbital energy, the calculation gives -9.259 eV.



Formula: C4H8O2
Source: the Open Molecules 2025 dataset
Level of theory: ωB97M-V with the def2-TZVPD basis set

Atoms and positions in Å:
1 O 0.151 -4.698 -1.281
2 O 1.607 0.902 0.015
3 C -1.524 1.154 1.669
4 C -0.345 1.333 -1.190
5 C -0.334 1.604 1.279
6 C 0.233 1.088 -0.018
7 H 2.051 1.662 -0.366
8 H -2.213 0.769 0.926
9 H -1.345 1.709 -1.347
10 H 0.185 1.033 -2.089
11 H 0.760 -5.258 -0.787
12 H -1.876 1.358 2.672
13 H 0.134 2.571 1.432
14 H -0.045 -3.948 -0.710

For the largest force on an atom, the calculation gives 0.0578 hartree/bohr. For the relative energy (zero: lowest compared OMol25 entry of this formula, charge and spin), the calculation gives 332.6 kJ/mol. For the highest occupied orbital energy, the calculation gives -9.167 eV.



Formula: C5H8N2
Source: the Open Molecules 2025 dataset
Level of theory: ωB97M-V with the def2-TZVPD basis set

Atoms and positions in Å:
1 N -0.754 -1.961 -0.880
2 N 2.079 -0.116 0.278
3 C 1.229 1.120 0.302
4 C -0.134 0.970 -0.302
5 C 1.301 -1.081 0.176
6 C 0.038 -1.503 0.176
7 C -1.219 1.386 0.336
8 H -2.138 1.597 -0.194
9 H 1.712 1.947 -0.228
10 H -1.202 1.541 1.414
11 H -1.063 -2.904 -0.693
12 H -0.175 0.693 -1.357
13 H -0.289 -1.921 -1.780
14 H -0.444 -1.514 1.149
15 H 1.130 1.404 1.359

For the largest force on an atom, the calculation gives 0.0161 hartree/bohr. For the relative energy (zero: lowest compared OMol25 entry of this formula, charge and spin), the calculation gives 327.9 kJ/mol. For the highest occupied orbital energy, the calculation gives -8.129 eV.



What did the third record say?
Formula: C4H8O2
Source: the Open Molecules 2025 dataset
Level of theory: ωB97M-V with the def2-TZVPD basis set

Atoms and positions in Å:
1 O 0.151 -4.698 -1.281
2 O 1.607 0.902 0.015
3 C -1.524 1.154 1.669
4 C -0.345 1.333 -1.190
5 C -0.334 1.604 1.279
6 C 0.233 1.088 -0.018
7 H 2.051 1.662 -0.366
8 H -2.213 0.769 0.926
9 H -1.345 1.709 -1.347
10 H 0.185 1.033 -2.089
11 H 0.760 -5.258 -0.787
12 H -1.876 1.358 2.672
13 H 0.134 2.571 1.432
14 H -0.045 -3.948 -0.710

For the largest force on an atom, the calculation gives 0.0578 hartree/bohr. For the relative energy (zero: lowest compared OMol25 entry of this formula, charge and spin), the calculation gives 332.6 kJ/mol. For the highest occupied orbital energy, the calculation gives -9.167 eV.